# 1
# C10H14N3O4S

A cluster of 2 separate species, C10H14N3O4S in total at a distorted geometry (ωB97M-V with the def2-TZVPD basis set, the OMol25 dataset).

Values from the calculation:
2S+1: 1
Frontier orbital gap: 3.149 eV
Electronic energy: -1252.4200 a.u.
Total charge: -1

Structure (XYZ):
```
32
Properties=species:S:1:pos:R:3:forces:R:3
O -0.9805 0.9808 1.4760 1.2 0.7 1.1
S -0.9371 2.0253 -2.2002 -0.5 0.3 -0.1
H -1.7051 -2.3784 -1.3605 0.5 1.1 -0.5
N 0.6570 -1.3794 -0.8582 0.3 5.7 -1.3
C -1.6662 -1.3252 -1.7407 -1.6 3.3 0.5
H 0.5863 -2.3743 -0.6627 0.0 0.6 0.1
H -0.5736 -0.0380 3.2582 0.0 0.3 0.2
H -3.7608 -0.0532 -1.5834 1.7 -0.8 1.1
H 1.5980 0.9099 1.2963 0.0 0.0 -0.4
H 3.4917 -0.2539 0.7658 -0.8 -0.9 -0.6
C -0.3510 -0.5585 -1.4066 0.0 -2.9 0.7
O 2.0218 -0.1264 3.0696 0.9 0.2 -0.4
C 1.2651 0.7108 2.3515 -0.6 -1.4 1.3
C 1.3761 0.8646 -1.0919 0.8 -5.2 0.9
C -3.2284 -1.1091 0.5245 2.2 4.1 -1.5
N 1.2630 4.0935 -0.1373 0.5 -1.0 0.1
H -1.9082 -1.2190 -2.8349 0.4 -0.5 1.0
C 1.7527 -0.4902 -0.6540 0.3 1.7 0.1
H -2.0465 1.3515 -2.7023 1.2 -0.1 0.6
H -0.1198 -0.9008 1.8316 0.2 -0.4 -0.5
C 3.1511 -0.9195 -0.0817 -0.2 0.4 -1.2
C -0.2349 0.1459 2.2174 0.7 1.6 -0.5
C -2.8756 -0.4851 -0.9523 -0.5 -1.9 2.8
H 1.1535 1.7435 2.7442 -0.1 0.1 0.2
O 2.2470 1.9412 -1.0415 -2.9 1.0 1.2
H 3.1948 -2.0090 0.2000 -0.4 1.3 0.0
N 0.0335 0.7468 -1.5635 0.5 -2.5 0.6
H -4.1705 -0.7680 1.0487 1.1 -1.0 -0.8
C 1.6636 3.0126 -0.2901 0.6 -0.7 -1.3
O -2.4250 0.2277 0.2586 -3.1 -2.6 -3.5
H 3.8814 -0.7912 -0.9472 -0.8 -0.1 1.0
H -2.3533 -1.5748 1.0666 -1.7 -0.5 -0.6
```
Forces are in eV/Å.

# 2
# C2H5NS

An isolated molecule of C2H5NS at a distorted geometry (ωB97M-V with the def2-TZVPD basis set, the OMol25 dataset).

Values from the calculation:
2S+1: 3
Energy above the lowest of the compared OMol25 structures with the same formula, charge and spin: 157.31 kJ/mol
Frontier orbital gap (spin up / spin down): 6.498 / 7.558 eV
Electronic energy: -531.9498 a.u.
⟨S²⟩: 2.01

Structure (XYZ):
```
9
Properties=species:S:1:pos:R:3:forces:R:3
S -0.6253 -1.3444 0.3988 -0.5 0.4 -0.9
H -0.6985 0.9020 -0.4059 -1.8 -1.3 0.5
H -3.2126 1.1755 -0.3203 1.5 -2.9 0.9
N -2.8158 0.1558 -0.0432 -4.0 2.2 -0.9
H 1.7210 -1.6085 -0.0056 -0.3 0.6 0.4
H 1.0566 -0.3923 -1.0594 0.1 1.0 1.1
C 1.0684 -0.7093 0.0001 -0.9 -1.9 1.7
H 1.1425 -0.1739 1.0168 1.0 0.3 -2.4
C -1.4540 0.1132 -0.0027 5.0 1.6 -0.4
```
Forces are in eV/Å.

The lowest 2S+1 belongs to which entry? C10H14N3O4S

The lowest 2S+1 belongs to which entry? C10H14N3O4S

Number 2 is which compound? C2H5NS